1.
Density functional theory data (the ωB97M-V functional and the def2-TZVPD basis) for a single C14H19N3 molecule.

Summary:
- Strongest force on any atom: 0.0161 hartree/bohr
- Relative energy (zero: lowest compared OMol25 entry of this formula, charge and spin): 4.2 kJ/mol
- Charge: 0
- Highest occupied orbital energy: -8.14 eV
- HOMO-LUMO gap: 8.85 eV

The geometry in XYZ format:
```
36
C14H19N3 | the Open Molecules 2025 dataset | the ωB97M-V functional and the def2-TZVPD basis
N -1.0463 1.3628 0.3301
N 2.2488 -0.2404 -0.2182
N 0.7220 0.3409 -1.7263
C 3.8097 -1.4882 -1.7682
C 3.9247 -1.8443 -3.0979
C -2.0004 -0.8298 2.2531
C -1.9960 1.6862 2.6685
C 1.7094 -0.3759 -2.3558
C -1.7076 2.2410 1.2637
C 2.9599 -1.4794 -4.0381
C -2.8162 0.3959 2.6677
C -1.8384 -1.0319 0.7395
C -1.8384 0.2434 -0.1243
C 0.3343 1.0868 0.6336
C 1.8450 -0.7459 -3.6882
C 2.6931 -0.7524 -1.4117
C 1.0629 0.4052 -0.4765
H -3.1859 0.2305 3.6834
H -0.9120 -1.5829 0.5595
H -2.4754 -1.7250 2.6625
H 4.7808 -2.4191 -3.4187
H -2.6554 -1.6556 0.3705
H 0.8268 2.0517 0.8190
H -1.4743 -0.0261 -1.1199
H 0.4750 0.4728 1.5454
H -1.0556 1.5117 3.1974
H -3.6856 0.5063 2.0178
H -2.6557 2.5366 0.8045
H -1.0957 3.1440 1.3643
H 2.7129 -0.3111 0.6716
H -2.5399 2.4570 3.2200
H -2.8610 0.6084 -0.2343
H -1.0171 -0.7571 2.7262
H 3.0954 -1.7824 -5.0660
H 1.0993 -0.4627 -4.4133
H 4.5566 -1.7712 -1.0409
```

***

2.
Density functional theory data (the ωB97M-V functional and the def2-TZVPD basis) for 2 unconnected molecules or ions with the total composition C5H9O4.

Summary:
- Strongest force on any atom: 0.0695 hartree/bohr
- Relative energy (zero: lowest compared OMol25 entry of this formula, charge and spin): 107.0 kJ/mol
- Charge: 0
- Highest occupied orbital energy (alpha / beta): -8.77 / -10.78 eV
- Spin multiplicity: 2
- HOMO-LUMO gap (alpha / beta): 9.29 / 10.13 eV

The geometry in XYZ format:
```
18
C5H9O4 | the Open Molecules 2025 dataset | the ωB97M-V functional and the def2-TZVPD basis
O 1.3981 0.6231 -2.9663
O 2.1100 -0.5704 -1.2648
O 2.9598 -0.9504 -3.3071
O -1.7735 0.8192 2.6801
C 0.5253 0.9923 -1.8885
C -0.6270 -0.9822 1.6320
C 2.2377 -0.3332 -2.5752
C -1.9534 -0.3936 1.9701
C 1.1978 0.3491 -0.6869
H -2.5401 -0.2262 1.0482
H 1.7314 1.0388 -0.0236
H -0.6544 -1.9909 1.2109
H -2.5366 -1.1092 2.5851
H 0.4221 -0.2131 0.2228
H 0.4738 2.0857 -1.8238
H 0.1359 -0.9301 2.4148
H -2.6328 1.2054 2.8667
H -0.4742 0.5858 -2.0946
```